The following is a DFT calculation (ωB97M-V with the def2-TZVPD basis set) of a structure of composition C21H12F3IIrNO5S.

The calculation puts the HOMO energy at -8.07 eV.

ORCA input file:
```
! RIJCOSX wB97M-V def2-TZVPD def2/J DEFGRID3
* xyz 0 1
Ir -0.1694 -0.5782 0.1041
O 1.0811 -3.4486 2.4862
C 0.9581 -2.6165 1.6182
O -0.1287 -2.3896 0.9335
C 2.1749 -1.7956 1.1991
C 3.4359 -2.1209 1.7266
C 4.5281 -1.4706 1.2374
C 4.3757 -0.5195 0.2026
C 5.4779 0.1499 -0.3801
C 5.2872 1.0485 -1.3875
C 3.9825 1.3200 -1.8552
C 2.8973 0.6988 -1.3093
C 3.0746 -0.2391 -0.2679
N 1.9950 -0.8771 0.2772
H 3.4852 -2.8775 2.4950
H 5.5201 -1.6832 1.6173
H 6.4720 -0.0708 -0.0116
H 6.1321 1.5573 -1.8317
H 3.8416 2.0385 -2.6518
H 1.8961 0.9263 -1.6471
I -0.5427 -1.2501 -2.3372
C -2.5673 -0.6705 -2.2023
C -3.3493 -0.6415 -3.3135
C -4.7189 -0.3309 -3.1579
C -5.2344 -0.1215 -1.9117
C -4.4193 -0.1794 -0.7525
C -4.9647 -0.0463 0.5456
C -4.1594 -0.1652 1.6407
C -2.7679 -0.3585 1.4946
C -2.1763 -0.4392 0.2608
C -3.0246 -0.4068 -0.8886
H -2.9479 -0.8626 -4.2936
H -5.3544 -0.2861 -4.0320
H -6.2913 0.0813 -1.7874
H -6.0283 0.1291 0.6515
H -4.5817 -0.0938 2.6351
H -2.1535 -0.4137 2.3851
F -0.5584 3.1670 3.1717
C -0.7100 2.9867 1.8655
F -0.5310 4.1451 1.2383
F -1.9344 2.5394 1.6204
S 0.5329 1.7716 1.2621
O 0.2093 1.6036 -0.1803
O 1.8086 2.2956 1.6002
O 0.1475 0.4945 1.9306
*
```

***

The following is a DFT calculation (ωB97M-V with the def2-TZVPD basis set) of a structure of composition C9H21AlF3O5.

The calculation puts the HOMO energy at -12.27 eV.

ORCA input file:
```
! RIJCOSX wB97M-V def2-TZVPD def2/J DEFGRID3
* xyz 1 1
Al 1.5018 1.8507 0.1552
C -0.8813 -1.5424 1.0474
O -1.7966 -0.9332 0.1341
O 0.2861 -0.7200 0.9463
C -1.4453 -1.8840 2.4139
F -2.3327 -2.9682 2.3459
F -0.5532 -2.1576 3.3880
F -2.2075 -0.8752 2.8784
C -2.8043 -1.7780 -0.4469
C -3.2930 -1.1560 -1.7804
H -4.1630 -1.7060 -2.1392
H -3.7829 -0.1938 -1.6309
H -2.5304 -1.2068 -2.5575
H -3.6931 -1.9269 0.1663
H -2.4516 -2.7833 -0.6772
H -0.5703 -2.4936 0.6154
C 3.7008 2.6674 -3.0614
O 3.4194 3.0213 -1.7267
H 2.8263 2.3764 -3.6433
H 4.1769 3.3723 -3.7430
H 4.2739 1.7592 -3.2478
C 0.3999 -1.3436 -3.2259
C 1.5602 -0.4094 -3.0304
O 1.0265 0.7233 -2.4639
H 0.7750 -2.2996 -3.5914
H -0.2968 -0.8589 -3.9098
H -0.2321 -1.5114 -2.3538
H 2.1026 -0.0217 -3.8927
H 2.3463 -0.7642 -2.3640
H 0.8205 1.2274 -3.2545
C 0.7834 1.1548 5.0265
C -0.0928 1.6448 3.8882
O 0.7537 2.3339 2.9221
H 1.4233 0.3166 4.7507
H 0.1416 0.6253 5.7306
H 1.3869 1.9065 5.5354
H -0.7362 2.4135 4.3164
H -0.6437 0.8689 3.3567
H 0.8015 3.2714 3.1230
*
```

***

| no. | total energy (eV) |
| --- | --- |
| 1 | -63627.7228 |
| 2 | -34644.6158 |